[1]
This record from the Open Molecules 2025 dataset describes C8H16N2O5 in the gas phase in a non-equilibrium geometry. The level of theory is wB97M-V/def2-TZVPD.

Each line ends with the Mulliken charge.
Atoms and positions in Å:
C (-3.21, -1.21, -0.89)  -1.015
C (-1.67, -0.98, -0.57)  0.016
O (-0.91, -0.32, -1.56)  -0.671
C (-1.61, -0.31, 0.84)  0.391
N (-1.94, 1.06, 0.33)  -0.661
C (-0.32, -0.15, 1.66)  -0.139
O (-0.36, 0.45, 2.82)  -0.664
N (0.93, -0.74, 1.27)  -0.297
C (1.59, -0.31, 0.09)  0.559
C (2.72, -1.29, 0.06)  0.402
O (3.90, -0.90, -0.19)  -0.599
O (2.33, -2.49, 0.52)  -0.517
C (1.94, 1.14, 0.02)  -0.174
C (2.41, 1.81, -1.32)  -1.230
O (0.78, 1.90, 0.65)  -0.575
H (-3.71, -0.16, -0.56)  0.146
H (-3.49, -1.61, -1.93)  0.305
H (-3.92, -1.83, -0.18)  0.310
H (-1.25, -2.01, -0.50)  0.275
H (-0.88, 0.67, -1.10)  0.545
H (-2.50, -0.67, 1.49)  0.377
H (-2.90, 0.92, -0.13)  0.151
H (-1.95, 1.75, 1.06)  0.240
H (1.55, -0.65, 2.11)  0.259
H (0.96, -0.69, -0.69)  0.263
H (1.38, -2.40, 0.75)  0.473
H (2.61, 1.31, 0.76)  0.625
H (3.45, 1.47, -1.54)  0.360
H (2.29, 2.95, -1.23)  0.311
H (1.65, 1.36, -2.04)  0.272
H (0.14, 1.92, 0.00)  0.261

Calculated values
LUMO level (eV): 0.345
ΔE to the lowest compared entry with this formula, charge and spin (kJ/mol): 429.2
Multiplicity: 1
Total charge: 0



[2]
This record from the Open Molecules 2025 dataset describes a 2-piece molecular cluster, C8H16N2SSi overall in a non-equilibrium geometry. The level of theory is wB97M-V/def2-TZVPD.

Each line ends with the Mulliken charge.
Atoms and positions in Å:
C (-3.43, 0.18, -1.72)  -0.420
C (-2.12, 0.56, -1.60)  -0.640
C (-2.67, -0.87, -0.05)  -0.283
C (0.82, -2.46, 0.39)  -1.138
C (3.25, -0.39, 1.10)  -1.006
C (2.00, -0.55, -1.75)  -0.936
C (-0.97, 3.02, 1.55)  -0.930
C (0.31, 0.52, 0.88)  -0.123
N (-3.76, -0.71, -0.74)  -0.691
N (-1.68, -0.08, -0.47)  0.099
Si (1.59, -0.73, 0.07)  0.414
S (0.22, 2.15, 0.40)  0.130
H (-4.28, 0.67, -2.27)  0.311
H (-1.58, 1.21, -2.13)  0.537
H (-2.62, -1.46, 0.83)  0.413
H (1.59, -3.22, 0.42)  0.382
H (0.50, -2.59, 1.38)  0.400
H (-0.07, -2.58, -0.27)  0.289
H (2.97, -0.31, 2.21)  0.255
H (4.06, -1.16, 0.99)  0.337
H (3.64, 0.51, 0.55)  0.277
H (2.21, -1.56, -2.28)  0.295
H (1.14, -0.12, -2.33)  0.297
H (2.87, 0.13, -1.86)  0.307
H (-1.84, 2.45, 1.57)  0.334
H (-1.40, 3.89, 0.98)  0.345
H (-0.47, 3.30, 2.41)  0.347
H (-0.28, 0.22, 1.74)  0.400

Calculated values
LUMO level (eV): -1.268
ΔE to the lowest compared entry with this formula, charge and spin (kJ/mol): 277.2
Multiplicity: 1
Total charge: 0



[3]
This record from the Open Molecules 2025 dataset describes a 2-piece molecular cluster, C8H16N3 overall in a non-equilibrium geometry. The level of theory is wB97M-V/def2-TZVPD.

Each line ends with the Mulliken charge.
Atoms and positions in Å:
C (-1.07, 1.93, -1.76)  -0.563
C (-0.72, 1.64, -3.04)  -0.102
C (-0.26, 2.00, -0.58)  0.010
C (1.19, 0.36, 0.59)  0.223
C (-0.64, -0.57, 2.49)  -1.268
C (0.61, -2.42, 1.36)  -1.559
C (-1.23, -1.08, 0.05)  -1.241
C (-0.23, -1.15, 1.17)  1.302
N (0.67, 1.13, -0.29)  -0.321
N (2.43, 0.21, 1.05)  -0.367
N (0.46, 1.16, -3.41)  -0.290
H (-2.02, 2.46, -1.58)  0.328
H (-1.29, 1.67, -3.95)  0.415
H (-0.79, 2.67, 0.02)  0.370
H (-0.60, 0.53, 2.43)  0.287
H (-0.13, -0.87, 3.40)  0.415
H (-1.78, -0.83, 2.72)  0.308
H (0.08, -3.34, 0.99)  0.355
H (1.50, -2.48, 0.88)  0.408
H (0.78, -2.54, 2.43)  0.394
H (-0.67, -1.26, -0.99)  0.221
H (-1.75, -0.08, -0.06)  0.335
H (-1.98, -1.94, 0.31)  0.437
H (3.05, 1.01, 1.11)  0.297
H (2.54, -0.42, 1.78)  0.223
H (1.18, 1.04, -2.74)  0.158
H (0.64, 1.16, -4.39)  0.226

Calculated values
LUMO level (eV): -3.863
ΔE to the lowest compared entry with this formula, charge and spin (kJ/mol): 305.4
Multiplicity: 1
Total charge: +1



[4]
This record from the Open Molecules 2025 dataset describes an isolated ion of composition C8H16N3O2 and charge +1 in a non-equilibrium geometry. The level of theory is wB97M-V/def2-TZVPD.

Each line ends with the Mulliken charge.
Atoms and positions in Å:
C (-0.49, -2.40, 2.33)  -1.320
C (0.29, -1.99, 1.15)  0.997
O (0.86, -2.79, 0.38)  -0.714
N (0.04, -0.77, 0.71)  0.181
C (-0.87, 0.17, 1.36)  -0.813
C (-1.05, 1.50, 0.54)  -1.030
C (0.08, 2.12, -0.23)  -0.052
N (1.45, 1.85, 0.16)  -0.324
C (0.68, 1.37, -1.37)  0.277
N (1.28, 1.51, -2.51)  -0.381
C (0.26, -0.26, -0.92)  0.340
C (-0.85, -0.87, -1.68)  -1.231
O (1.41, -0.86, -1.21)  -0.622
H (-1.56, -2.31, 2.09)  0.320
H (-0.44, -1.80, 3.21)  0.417
H (-0.27, -3.37, 2.74)  0.354
H (-0.52, 0.53, 2.39)  0.417
H (-1.97, -0.28, 1.59)  0.340
H (-1.85, 1.49, -0.22)  0.336
H (-1.42, 2.22, 1.21)  0.510
H (-0.18, 3.15, -0.43)  0.500
H (1.49, 1.21, 0.90)  0.207
H (2.28, 2.46, 0.06)  0.291
H (1.78, 0.60, -2.91)  0.316
H (1.36, 2.37, -3.04)  0.248
H (-0.81, -1.84, -1.22)  0.323
H (-0.58, -0.81, -2.74)  0.313
H (-1.77, -0.38, -1.44)  0.297
H (1.35, -1.82, -0.91)  0.503

Calculated values
LUMO level (eV): -2.761
ΔE to the lowest compared entry with this formula, charge and spin (kJ/mol): 294.3
Multiplicity: 1
Total charge: +1



[5]
This record from the Open Molecules 2025 dataset describes an isolated ion of composition C8H16N3OS2 and charge +1 in a non-equilibrium geometry. The level of theory is wB97M-V/def2-TZVPD.

Each line ends with the Mulliken charge.
Atoms and positions in Å:
C (0.94, 0.43, 1.73)  -1.361
C (1.16, -0.60, 0.68)  0.168
C (2.09, -1.59, 0.83)  0.086
N (2.79, -1.97, 2.03)  -0.182
S (2.04, -2.68, -0.62)  -0.184
C (0.89, -1.57, -1.45)  -0.368
S (1.68, -0.62, -2.89)  -0.225
N (0.40, -0.76, -0.40)  -0.120
N (-0.72, 0.15, -0.46)  0.468
C (-0.87, 0.81, -1.82)  -0.689
C (-1.87, 1.99, -1.50)  -0.817
O (-3.04, 1.68, -0.72)  -0.359
C (-2.77, 1.01, 0.43)  -0.550
C (-1.92, -0.32, 0.13)  -0.696
H (0.11, 0.27, 2.35)  0.326
H (0.69, 1.29, 1.06)  0.260
H (1.82, 0.55, 2.42)  0.404
H (2.08, -2.14, 2.71)  0.373
H (3.25, -1.11, 2.40)  0.405
H (3.44, -2.83, 1.90)  0.393
H (0.07, -2.12, -1.85)  0.568
H (2.06, -1.58, -3.72)  0.179
H (-1.24, 0.23, -2.73)  0.318
H (0.06, 1.36, -2.04)  0.514
H (-1.19, 2.66, -0.97)  0.369
H (-2.31, 2.44, -2.45)  0.323
H (-3.70, 0.74, 0.83)  0.412
H (-2.01, 1.63, 0.99)  0.298
H (-1.75, -0.82, 1.12)  0.350
H (-2.60, -1.04, -0.35)  0.336

Calculated values
LUMO level (eV): -3.695
ΔE to the lowest compared entry with this formula, charge and spin (kJ/mol): 0.0
Multiplicity: 1
Total charge: +1



[6]
This record from the Open Molecules 2025 dataset describes C8H16N4 as an isolated structure in a non-equilibrium geometry. The level of theory is wB97M-V/def2-TZVPD.

Each line ends with the Mulliken charge.
Atoms and positions in Å:
C (0.62, 1.36, 0.14)  -0.714
C (1.11, -1.28, -0.04)  -0.159
C (-0.19, -0.91, -0.01)  0.098
C (1.98, 0.81, -0.01)  0.846
C (-0.39, 0.48, 0.13)  0.430
C (3.51, -1.10, 0.04)  -1.135
C (-2.82, 1.98, -0.47)  -0.899
C (-1.30, -1.97, 0.02)  -0.823
N (2.20, -0.49, -0.04)  0.059
N (2.93, 1.72, 0.10)  -0.389
N (-2.23, 1.09, 0.40)  -0.269
N (-2.72, -1.51, 0.06)  -0.627
H (0.44, 2.45, 0.12)  0.346
H (1.37, -2.41, -0.24)  0.246
H (3.37, -2.18, -0.37)  0.260
H (3.99, -0.67, -0.84)  0.543
H (4.05, -0.97, 0.92)  0.393
H (-3.85, 1.81, -0.19)  0.442
H (-2.74, 1.92, -1.64)  0.302
H (-2.64, 3.07, -0.23)  0.340
H (-1.07, -2.53, 0.99)  0.393
H (-1.17, -2.58, -0.89)  0.400
H (2.78, 2.73, 0.12)  0.248
H (3.97, 1.36, 0.01)  0.274
H (-2.23, 1.44, 1.41)  0.421
H (-3.11, -2.07, 0.80)  0.273
H (-3.27, -1.64, -0.75)  0.238
H (-2.58, 0.12, 0.49)  0.462

Calculated values
LUMO level (eV): -7.410
ΔE to the lowest compared entry with this formula, charge and spin (kJ/mol): 130.8
Multiplicity: 1
Total charge: +2